{
  "formula": "C9H18N3",
  "method": "ωB97M-V/def2-TZVPD",
  "symbols": ["C", "C", "C", "C", "C", "C", "C", "C", "C", "N", "N", "N", "H", "H", "H", "H", "H", "H", "H", "H", "H", "H", "H", "H", "H", "H", "H", "H", "H", "H"],
  "coordinates": [[0.88178, 0.92342, 0.28306], [-3.39573, 0.22008, -1.02268], [-2.27141, -0.34234, -0.35279], [3.35959, 0.26094, 0.43452], [2.64602, -0.84718, 1.07043], [-4.30637, 1.05691, -0.09440], [-2.11023, -0.27929, 1.10830], [3.86874, 0.24677, -0.93242], [2.50433, -2.03487, 0.26676], [-1.82202, 0.85990, -1.16132], [1.94013, 0.50036, 0.71084], [-0.02970, 1.73600, 0.24890], [-3.71468, -0.17853, -1.99836], [-1.77860, -1.12241, -0.76104], [3.96255, 0.89902, 1.10186], [2.94350, -0.80580, 2.18965], [-4.76788, 1.76930, -0.72409], [-3.73980, 1.70818, 0.42953], [-4.96582, 0.50120, 0.60511], [-2.93375, -0.48050, 1.73228], [-1.68774, 0.64659, 1.42906], [-1.36036, -1.01992, 1.18658], [3.32105, 1.03949, -1.32407], [3.55497, -0.70730, -1.48850], [4.88067, 0.47474, -1.16113], [3.32158, -2.65109, 0.63523], [2.62641, -1.78207, -0.71303], [1.59043, -2.65114, 0.45198], [-1.56516, 0.39395, -1.92254], [-0.95249, 1.66559, -0.22773]],
  "mulliken_charge": [0.569, 0.059, 0.124, -0.039, 0.269, -1.492, -1.697, -1.217, -1.365, -0.639, -0.036, -0.429, 0.442, 0.614, 0.376, 0.334, 0.400, 0.476, 0.353, 0.410, 0.506, 0.342, 0.342, 0.256, 0.379, 0.346, 0.393, 0.324, 0.210, 0.387],
  "e_homo_ev": -13.3367,
  "gap_ev": 9.8,
  "charge": 1,
  "e_above_lowest_kcal_mol": 132.4,
  "multiplicity": 1
}